Below is a structure of composition C33H60BrN7PSiZn, with properties calculated with ωB97M-V with the def2-TZVPD basis set.

Summary:
- Charge: +1
- Energy: -6660.870896 Ha
- Gap between HOMO and LUMO: 0.296 Ha

The geometry in XYZ format:
```
104
C33H60BrN7PSiZn (ωB97M-V with the def2-TZVPD basis set)
Zn 0.81746 2.48761 -0.12669
C -0.40116 2.33420 2.87395
N 0.70760 2.16348 1.93203
C 1.85508 1.77495 2.39050
C 2.95751 1.61392 1.51554
C 4.27928 1.22709 1.75145
C 4.91089 1.23962 0.50838
C 3.94074 1.62950 -0.41942
N 2.75931 1.85935 0.17770
C -0.54125 1.21938 3.88281
C -0.58357 -0.10944 3.46341
C -0.70821 -1.13101 4.39090
C -0.79507 -0.83866 5.74669
C -0.75303 0.47948 6.17017
C -0.62270 1.50314 5.23978
H -1.31449 2.40691 2.28115
H -0.30306 3.28863 3.40099
H 1.98567 1.55959 3.45118
H 4.71012 0.97018 2.70695
H 5.93861 0.99549 0.29280
H 4.07326 1.74835 -1.48781
H -0.49985 -0.34489 2.40549
H -0.73938 -2.16082 4.05931
H -0.89157 -1.63874 6.46877
H -0.81336 0.71455 7.22479
H -0.58164 2.53348 5.57499
N 1.04935 2.25632 -2.29442
C 0.75549 3.37405 -3.21205
C 1.33999 4.69519 -2.73442
C 0.68901 5.28663 -1.49075
N 1.12374 4.59821 -0.25688
H 2.03942 2.02559 -2.33561
H 0.57012 1.41121 -2.59417
H -0.32957 3.46492 -3.29023
H 1.12759 3.15580 -4.21578
H 1.22786 5.41667 -3.54573
H 2.41986 4.59530 -2.57430
H -0.39817 5.19241 -1.56006
H 0.91641 6.35294 -1.43269
H 0.72285 5.04948 0.55980
H 2.13226 4.68710 -0.15328
C -4.69058 3.37317 -1.38707
N -4.10393 2.18145 -1.99896
C -4.52260 1.00854 -1.22975
N -4.19165 1.09276 0.19050
C -4.76788 2.31794 0.74018
N -4.35790 3.52860 0.02727
C -2.93994 3.81045 0.21840
P -1.84812 2.43725 -0.40773
C -2.65155 2.28711 -2.07906
C -2.75150 1.02977 0.40360
H -5.77549 3.29758 -1.47377
H -4.36248 4.25872 -1.93500
H -4.06088 0.11543 -1.65523
H -5.60586 0.91603 -1.32280
H -4.49047 2.40622 1.79231
H -5.85431 2.24104 0.67475
H -2.74786 3.98146 1.27997
H -2.68418 4.73697 -0.30446
H -2.25001 1.40603 -2.58941
H -2.39546 3.15995 -2.68549
H -2.53575 1.03503 1.47574
H -2.36063 0.09190 0.00696
C 3.31360 -1.93473 0.22734
C 2.27344 -3.04883 0.42224
C 2.97762 -4.40645 0.25177
C 1.79008 -2.93710 1.87682
Si 0.79920 -2.91003 -0.78795
Br 0.31464 -0.64571 -0.78060
C 1.22592 -3.26362 -2.61899
C 1.22224 -4.78290 -2.87051
C 2.61924 -2.72536 -2.97811
C 0.24433 -2.60357 -3.60112
C -0.82265 -3.73004 -0.18605
C -1.90445 -3.69034 -1.27628
C -0.55980 -5.19989 0.18647
C -1.41989 -3.02489 1.04290
H 4.10181 -2.06834 0.97506
H 2.89116 -0.94119 0.38043
H 3.79049 -1.95429 -0.74988
H 3.77279 -4.48592 0.99966
H 3.44693 -4.51121 -0.72676
H 2.30758 -5.25536 0.39989
H 2.66391 -2.93515 2.53564
H 1.16130 -3.77555 2.17836
H 1.24518 -2.00777 2.05824
H 1.88186 -5.32562 -2.19054
H 1.57700 -4.97354 -3.88797
H 0.22493 -5.21578 -2.79051
H 3.42110 -3.24505 -2.45596
H 2.71022 -1.65644 -2.76954
H 2.78281 -2.87082 -4.05048
H -0.79435 -2.88389 -3.44002
H 0.51436 -2.90897 -4.61680
H 0.31215 -1.51533 -3.55539
H -1.64105 -4.27289 -2.15804
H -2.12657 -2.66737 -1.59194
H -2.82694 -4.11593 -0.86990
H -0.14082 -5.77913 -0.63814
H -1.50955 -5.66773 0.46409
H 0.10845 -5.29471 1.04302
H -1.64381 -1.97501 0.84580
H -0.76821 -3.07630 1.91182
H -2.36069 -3.51789 1.30577
```

Atomic partial charges in e from the Mulliken method, atoms 1 to 2: 1.321, -0.511

Below is a structure of composition C12H24MnN5O3S, with properties calculated with ωB97M-V with the def2-TZVPD basis set.

Summary:
- Multiplicity: 6
- Energy relative to the best compared isomer or geometry (same formula, charge and spin): 1.9 kcal per mole
- Charge: +1
- Energy: -2520.189717 Ha
- Gap between HOMO and LUMO (alpha / beta): 0.288 / 0.286 Ha

The geometry in XYZ format:
```
46
C12H24MnN5O3S (ωB97M-V with the def2-TZVPD basis set)
Mn -0.09748 -0.56080 -0.83246
N 2.05112 -0.26673 -0.31116
C 2.22335 0.87698 0.62288
C 1.20470 0.76281 1.74300
N -0.17596 0.65910 1.23551
C -0.76526 1.98118 0.90036
C -0.54712 2.39042 -0.54161
N -0.94500 1.31646 -1.49020
C -1.04965 -0.06856 2.17305
C -2.20841 -0.71754 1.44244
N -1.66882 -1.64407 0.41728
H 2.47093 -1.09419 0.10564
H 2.56847 -0.09348 -1.16876
H 2.09514 1.79476 0.05580
H 3.22918 0.89920 1.04364
H 1.31513 1.60442 2.43484
H 1.41973 -0.14589 2.30959
H -0.37488 2.75082 1.57400
H -1.83885 1.92219 1.08574
H 0.49114 2.62883 -0.76035
H -1.09631 3.30970 -0.75330
H -0.64273 1.75427 -2.40109
H -1.96221 1.30207 -1.55225
H -1.42556 0.58511 2.96718
H -0.46159 -0.85084 2.65788
H -2.81496 0.02985 0.93025
H -2.85515 -1.23034 2.15556
H -2.43386 -2.02857 -0.12974
H -1.25194 -2.44492 0.88692
N -0.01337 -2.62025 -2.05608
C 0.05714 -1.67451 -3.13847
C 1.28111 -1.09611 -3.47384
C 1.29536 0.08258 -4.20082
C 0.09865 0.67224 -4.58127
C -1.10112 0.00378 -4.40615
C -1.12632 -1.17274 -3.67232
S 0.07838 2.44024 -4.91626
O -0.11772 2.87130 -3.50370
O -1.07420 2.68439 -5.73822
O 1.37750 2.77124 -5.43036
H 0.75814 -3.28016 -2.05735
H -0.87781 -3.14789 -2.11007
H 2.20931 -1.56893 -3.15781
H 2.22166 0.58923 -4.44602
H -2.01173 0.44943 -4.78781
H -2.06795 -1.67459 -3.47021
```

Atomic partial charges in e from the Mulliken method, atoms 1 to 2: 0.816, -0.492

Below is the molecule C22H25N3O, with properties calculated with ωB97M-V with the def2-TZVPD basis set.

Summary:
- Energy relative to the best compared isomer or geometry (same formula, charge and spin): 30.8 kcal per mole
- SMILES: c1ccc(-c2ccc(-c3[nH]ncc3CNC[C@@H]3CCCCO3)cc2)cc1
- Energy: -1092.836717 Ha
- Gap between HOMO and LUMO: 0.321 Ha

The geometry in XYZ format:
```
51
C22H25N3O (ωB97M-V with the def2-TZVPD basis set)
C 5.32905 1.64014 -0.17124
C 4.64033 1.72593 -1.36971
C 3.25884 1.76902 -1.37692
C 2.54168 1.73382 -0.18299
C 1.07178 1.76295 -0.18853
C 0.36800 2.51070 0.75308
C -1.01238 2.51164 0.76422
C -1.73005 1.74957 -0.15734
C -3.18262 1.71447 -0.11433
N -3.93176 2.79874 0.20993
N -5.23584 2.54622 0.20627
C -5.34635 1.26871 -0.10229
C -4.09019 0.68197 -0.32416
C -3.80774 -0.74923 -0.64444
N -2.57307 -1.16513 -0.00963
C -2.17315 -2.52490 -0.28627
C -0.68863 -2.77193 0.02373
C -0.21724 -2.11063 1.32225
C 1.26223 -2.41789 1.54249
C 2.04764 -1.96388 0.31530
C 1.43904 -2.59735 -0.93563
O 0.06916 -2.30502 -1.07559
C -1.02781 1.01238 -1.10893
C 0.35023 1.02558 -1.12635
C 3.24544 1.65081 1.01693
C 4.62679 1.60160 1.02159
H 6.40846 1.60361 -0.16689
H 5.18347 1.76089 -2.30307
H 2.72725 1.85042 -2.31379
H 0.90897 3.10659 1.47432
H -1.53777 3.08668 1.51465
H -3.59858 3.73061 0.39920
H -6.31175 0.80620 -0.16041
H -3.68540 -0.87583 -1.72794
H -4.67938 -1.36017 -0.34202
H -2.63799 -1.01027 0.99083
H -2.30834 -2.70454 -1.35608
H -2.77742 -3.26912 0.26369
H -0.53805 -3.86557 0.10958
H -0.81598 -2.47512 2.15886
H -0.35177 -1.03261 1.22396
H 1.62644 -1.90755 2.43603
H 1.39637 -3.49352 1.68852
H 3.09753 -2.24969 0.39474
H 1.99008 -0.87857 0.22992
H 1.91858 -2.21420 -1.83930
H 1.58151 -3.69107 -0.89729
H -1.56466 0.42433 -1.83240
H 0.87387 0.42774 -1.85632
H 2.70279 1.60194 1.95017
H 5.15838 1.53056 1.95958
```

Atomic partial charges in e from the Mulliken method, atoms 1 to 2: -0.420, -0.745

Below is a cluster of 2 separate species, CH7NOS in total at a distorted geometry, with properties calculated with ωB97M-V with the def2-TZVPD basis set.

Summary:
- Energy relative to the best compared isomer or geometry (same formula, charge and spin): 9.5 kcal per mole
- SMILES: NCO.S
- Energy: -570.443167 Ha
- Gap between HOMO and LUMO: 0.382 Ha

The geometry in XYZ format:
```
11
CH7NOS (ωB97M-V with the def2-TZVPD basis set)
N -2.04058 0.44488 -0.17838
C -0.64670 0.08325 -0.20276
O -0.23148 -1.23489 0.28990
H -2.52386 0.66824 0.70012
H -2.69376 -0.14590 -0.72110
H -0.06868 0.85708 0.38480
H -0.31598 0.13823 -1.20500
H -0.90262 -1.43928 1.01246
S 3.46414 0.13260 0.51241
H 2.99055 -0.74600 -0.55237
H 2.96897 1.24180 -0.04007
```

Atomic partial charges in e from the Mulliken method, atoms 1 to 2: -0.517, -0.174

Below is the molecule C3H3FO at a distorted geometry, with properties calculated with ωB97M-V with the def2-TZVPD basis set.

Summary:
- Energy relative to the best compared isomer or geometry (same formula, charge and spin): 102.7 kcal per mole
- SMILES: FC1=COC1
- Energy: -291.011961 Ha
- Gap between HOMO and LUMO (alpha / beta): 0.317 / 0.324 Ha

The geometry in XYZ format:
```
8
C3H3FO (ωB97M-V with the def2-TZVPD basis set)
F 2.20576 -0.10661 0.20551
C 0.94117 -0.17269 -0.18230
C -0.42921 -1.27153 0.15293
O -1.23375 -0.07796 0.12280
C -0.14739 0.83407 0.04657
H -0.81071 -2.05121 -0.33825
H -0.17603 1.53931 0.90811
H -0.34986 1.30662 -0.91535
```

Atomic partial charges in e from the Mulliken method, atoms 1 to 2: -0.201, 0.151

Below is a structure of composition C14H14N4O4S2 at a distorted geometry, with properties calculated with ωB97M-V with the def2-TZVPD basis set.

Summary:
- Energy relative to the best compared isomer or geometry (same formula, charge and spin): 5.9 kcal per mole
- Energy: -1858.251169 Ha
- Gap between HOMO and LUMO: 0.275 Ha

The geometry in XYZ format:
```
38
C14H14N4O4S2 (ωB97M-V with the def2-TZVPD basis set)
O -1.15300 -2.22363 3.12627
C -1.13706 -1.64455 2.06265
N -0.21258 -1.88091 1.10315
H -0.16885 -1.26233 0.30207
C 1.01605 -2.60705 1.36934
C 2.17085 -1.76490 0.94070
C 3.19904 -1.98593 0.07322
C 3.91056 -0.76204 -0.01760
C 3.25719 0.11347 0.78977
O 2.20781 -0.48463 1.37720
H 3.40681 1.15224 1.00478
H 4.78355 -0.56937 -0.60609
H 3.43027 -2.90469 -0.42602
H 1.03378 -3.55554 0.82269
H 1.03335 -2.81964 2.44447
C -2.12795 -0.55143 1.68954
H -3.07854 -0.75266 2.18242
H -2.27884 -0.50424 0.60999
C -1.57267 0.78476 2.21551
N -0.34688 1.19231 1.58751
S -0.31225 2.36084 0.44558
O 1.06517 2.67262 0.21109
O -1.22248 3.39630 0.83420
C -0.94687 1.68104 -1.09643
C -1.90865 2.35904 -1.79008
C -2.29534 1.97250 -3.09047
C -1.69437 0.92462 -3.73379
C -0.69907 0.20770 -3.04804
N 0.00367 -0.84257 -3.47637
S 0.99894 -1.31828 -2.31765
N 0.59091 -0.23679 -1.19506
C -0.33670 0.57704 -1.70195
H -1.95499 0.64037 -4.74031
H -3.06546 2.53883 -3.59089
H -2.35749 3.21816 -1.31672
H 0.45658 0.58685 1.62916
H -2.27936 1.59633 2.03046
H -1.41513 0.69616 3.29571
```

Atomic partial charges in e from the Mulliken method, atoms 1 to 2: -0.684, 0.598

Q: What is the energy in the fifth record?
A: -291.011961 Ha

Q: Which value of energy does entry 5 give?
A: -291.011961 Ha

What did the second record say?
Below is a structure of composition C12H24MnN5O3S, with properties calculated with ωB97M-V with the def2-TZVPD basis set.

Summary:
- Multiplicity: 6
- Energy relative to the best compared isomer or geometry (same formula, charge and spin): 1.9 kcal per mole
- Charge: +1
- Energy: -2520.189717 Ha
- Gap between HOMO and LUMO (alpha / beta): 0.288 / 0.286 Ha

The geometry in XYZ format:
```
46
C12H24MnN5O3S (ωB97M-V with the def2-TZVPD basis set)
Mn -0.09748 -0.56080 -0.83246
N 2.05112 -0.26673 -0.31116
C 2.22335 0.87698 0.62288
C 1.20470 0.76281 1.74300
N -0.17596 0.65910 1.23551
C -0.76526 1.98118 0.90036
C -0.54712 2.39042 -0.54161
N -0.94500 1.31646 -1.49020
C -1.04965 -0.06856 2.17305
C -2.20841 -0.71754 1.44244
N -1.66882 -1.64407 0.41728
H 2.47093 -1.09419 0.10564
H 2.56847 -0.09348 -1.16876
H 2.09514 1.79476 0.05580
H 3.22918 0.89920 1.04364
H 1.31513 1.60442 2.43484
H 1.41973 -0.14589 2.30959
H -0.37488 2.75082 1.57400
H -1.83885 1.92219 1.08574
H 0.49114 2.62883 -0.76035
H -1.09631 3.30970 -0.75330
H -0.64273 1.75427 -2.40109
H -1.96221 1.30207 -1.55225
H -1.42556 0.58511 2.96718
H -0.46159 -0.85084 2.65788
H -2.81496 0.02985 0.93025
H -2.85515 -1.23034 2.15556
H -2.43386 -2.02857 -0.12974
H -1.25194 -2.44492 0.88692
N -0.01337 -2.62025 -2.05608
C 0.05714 -1.67451 -3.13847
C 1.28111 -1.09611 -3.47384
C 1.29536 0.08258 -4.20082
C 0.09865 0.67224 -4.58127
C -1.10112 0.00378 -4.40615
C -1.12632 -1.17274 -3.67232
S 0.07838 2.44024 -4.91626
O -0.11772 2.87130 -3.50370
O -1.07420 2.68439 -5.73822
O 1.37750 2.77124 -5.43036
H 0.75814 -3.28016 -2.05735
H -0.87781 -3.14789 -2.11007
H 2.20931 -1.56893 -3.15781
H 2.22166 0.58923 -4.44602
H -2.01173 0.44943 -4.78781
H -2.06795 -1.67459 -3.47021
```

Atomic partial charges in e from the Mulliken method, atoms 1 to 2: 0.816, -0.492